<P>
Molecular formula: CH4N2O2S
Method: DFT, the ωB97M-V functional and the def2-TZVPD basis

Values from the calculation:
Lowest unoccupied orbital energy, eV: 0.5
Gap between HOMO and LUMO, Eh: 0.3292
2S+1: 1
Total charge: 0

```
10
Properties=species:S:1:pos:R:3:mulliken_charge:R:1
C 1.1947 -1.4436 -0.3399 0.603
N 0.8186 -2.5574 -0.2038 -0.511
N -1.1866 0.4929 -0.0906 -0.312
O 1.5632 -0.3316 -0.3205 -0.416
O -1.1495 0.4182 1.3266 -0.359
S -0.5827 1.7829 -0.8118 0.003
H -0.5844 2.8663 -0.0450 0.211
H -0.1856 -2.6566 -0.3807 0.323
H -0.8027 -0.4481 1.4518 0.298
H 0.9149 1.8770 -0.5861 0.159
```

<Q>
Molecular formula: CH4N2O2S
Method: DFT, the ωB97M-V functional and the def2-TZVPD basis

Values from the calculation:
Lowest unoccupied orbital energy, eV: -0.9
Gap between HOMO and LUMO, Eh: 0.3307
2S+1: 1
Total charge: 0

```
10
Properties=species:S:1:pos:R:3:mulliken_charge:R:1
C -1.2014 0.8080 0.8347 -0.585
N 0.8654 -0.0597 0.4649 -0.204
N -0.1587 0.0168 1.2127 -0.207
O 2.4001 -0.8731 -1.9192 -0.465
O 0.1398 -1.7452 -1.5490 -0.417
S 0.9788 -0.6065 -1.7684 0.736
H -2.0367 0.8809 1.5431 0.283
H -1.0233 1.8552 0.4443 0.294
H -1.5253 0.3585 -0.1220 0.291
H 1.5612 -0.6349 0.8589 0.274
```

Quick one: most stable of them? <Q>

<P>
Molecular formula: CH4N2O2S
Method: DFT, the ωB97M-V functional and the def2-TZVPD basis

Values from the calculation:
Lowest unoccupied orbital energy, eV: 0.6
Gap between HOMO and LUMO, Eh: 0.3659
2S+1: 1
Total charge: 0

```
10
Properties=species:S:1:pos:R:3:mulliken_charge:R:1
C 0.0085 0.3549 0.4316 -0.238
N 1.0570 -0.2979 -0.0556 -0.253
N -0.9604 0.6045 -0.4715 -0.268
O -2.8425 2.0403 -0.9446 -0.493
O -2.9413 0.3171 1.2171 -0.565
S -2.0605 1.6677 0.1945 0.788
H -2.3593 -0.3985 1.0914 0.317
H 1.9193 -0.4154 0.5467 0.271
H 1.2167 -0.6521 -1.0385 0.183
H -0.8412 0.2154 -1.3473 0.257
```

<Q>
Molecular formula: CH4N2O2S
Method: DFT, the ωB97M-V functional and the def2-TZVPD basis

Values from the calculation:
Lowest unoccupied orbital energy, eV: -0.4
Gap between HOMO and LUMO, Eh: 0.3467
2S+1: 1
Total charge: 0

```
10
Properties=species:S:1:pos:R:3:mulliken_charge:R:1
C -1.4331 -0.2536 -0.8321 -0.418
N -0.2340 0.7993 0.7537 -0.072
N -1.4095 0.4821 0.4405 -0.356
O 2.9581 0.4239 1.3491 -0.401
O 2.2965 -1.4969 -0.0923 -0.404
S 2.2893 -0.0788 0.2098 0.751
H -0.3552 -0.4207 -1.0361 0.190
H -1.8794 -1.2147 -0.8074 0.249
H -1.9756 0.3116 -1.5377 0.246
H -0.2572 1.4478 1.5526 0.215
```

Quick one: most stable of them? <Q>

<P>
Molecular formula: CH4N2O2S
Method: DFT, the ωB97M-V functional and the def2-TZVPD basis

Values from the calculation:
Lowest unoccupied orbital energy, eV: -0.2
Gap between HOMO and LUMO, Eh: 0.3557
2S+1: 1
Total charge: 0

```
10
Properties=species:S:1:pos:R:3:mulliken_charge:R:1
C 0.0711 0.7723 -0.1883 0.530
H -2.7014 0.2774 1.1598 0.152
H -0.3652 -1.1529 0.2651 0.356
H 2.2812 1.0817 -0.0581 0.265
H 1.1151 -1.6707 -0.8082 0.395
N -0.7868 -0.3625 -0.2050 -0.380
N 1.4558 0.3788 -0.1151 -0.059
O -0.3023 2.0089 -0.0437 -0.597
O 1.7638 -1.0683 0.1050 -0.526
S -2.5314 -0.2648 -0.1114 -0.137
```

<Q>
Molecular formula: CH4N2O2S
Method: DFT, the ωB97M-V functional and the def2-TZVPD basis

Values from the calculation:
Lowest unoccupied orbital energy, eV: -0.3
Gap between HOMO and LUMO, Eh: 0.3573
2S+1: 1
Total charge: 0

```
10
Properties=species:S:1:pos:R:3:mulliken_charge:R:1
C -0.6788 -0.6978 0.7025 -0.600
N -0.2301 1.2243 0.5846 -0.460
N 0.7314 1.0942 -0.4218 -0.227
O 1.7099 -1.2162 -0.6478 -0.572
O -0.3644 -0.7565 -1.8861 -0.528
S 0.4314 -0.5982 -0.7763 1.052
H -0.2990 -0.9751 1.6710 0.290
H -1.6318 -0.6666 0.4272 0.449
H -1.2240 1.3928 0.2794 0.288
H 1.5554 1.1991 0.0673 0.309
```

Quick one: most stable of them? <P>

<P>
Molecular formula: CH4N2O2S
Method: DFT, the ωB97M-V functional and the def2-TZVPD basis

Values from the calculation:
Lowest unoccupied orbital energy (alpha / beta), eV: 0.2 / 0.3
Gap between HOMO and LUMO (alpha / beta), Eh: 0.2709 / 0.2834
2S+1: 1
Total charge: 0

```
10
Properties=species:S:1:pos:R:3:mulliken_charge:R:1
C -0.2855 1.1396 0.7278 0.629
N -0.2734 1.6540 -0.4854 -0.272
N -0.2978 -1.0479 0.0510 -0.274
O -0.3048 1.3474 1.8967 -0.405
O 0.5655 -1.7904 0.8913 -0.396
S 0.0777 -1.2256 -1.5456 -0.239
H -0.4070 0.8391 -1.1382 0.187
H -0.6211 2.5435 -0.6692 0.256
H 0.1198 -1.7152 1.7797 0.331
H 1.4267 -1.7446 -1.5081 0.183
```

<Q>
Molecular formula: CH4N2O2S
Method: DFT, the ωB97M-V functional and the def2-TZVPD basis

Values from the calculation:
Lowest unoccupied orbital energy, eV: -0.4
Gap between HOMO and LUMO, Eh: 0.3562
2S+1: 1
Total charge: 0

```
10
Properties=species:S:1:pos:R:3:mulliken_charge:R:1
C -0.2216 -1.3064 0.4526 0.446
N 2.1050 -1.0486 0.3219 0.214
N -0.3862 -0.8638 1.5735 -0.441
O 3.1051 -1.1922 -0.3322 -0.367
O 1.0205 -1.5228 -0.3296 -0.135
S -1.5584 -2.1170 -0.3504 -0.214
H 0.4589 1.6170 0.3101 0.162
H 0.6969 1.2399 0.9608 -0.149
H 0.3622 -0.4148 2.0361 0.327
H -0.7304 -3.0996 -0.7321 0.157
```

Quick one: most stable of them? <P>

<P>
Molecular formula: CH4N2O2S
Method: DFT, the ωB97M-V functional and the def2-TZVPD basis

Values from the calculation:
Lowest unoccupied orbital energy, eV: -2.0
Gap between HOMO and LUMO, Eh: 0.2988
2S+1: 1
Total charge: 0

```
10
Properties=species:S:1:pos:R:3:mulliken_charge:R:1
C 1.9615 3.1851 -0.2660 -0.200
N 1.9126 2.0582 -0.0071 -0.062
N -2.3110 -0.0690 0.1594 -0.670
O -0.0899 -2.3189 0.2820 -0.382
O 2.0584 -1.2086 0.1136 -0.369
S 1.3371 -2.4527 0.1945 0.671
H -2.9737 -0.4217 -0.5459 0.224
H 1.6351 1.0948 0.2277 0.289
H -2.1272 0.7443 -0.3533 0.227
H -1.4028 -0.6115 0.1951 0.272
```

<Q>
Molecular formula: CH4N2O2S
Method: DFT, the ωB97M-V functional and the def2-TZVPD basis

Values from the calculation:
SMILES: N[C@@H](S)[N+](=O)[O-]
Lowest unoccupied orbital energy, eV: 0.3
Gap between HOMO and LUMO, Eh: 0.3666
2S+1: 1
Total charge: 0

```
10
Properties=species:S:1:pos:R:3:mulliken_charge:R:1
C 0.4060 0.1699 -0.3171 -0.110
N -0.4991 1.1857 -0.5262 -0.374
N -0.3285 -1.2979 0.0681 0.796
O -0.4653 -2.0390 -0.8836 -0.542
O -0.7258 -1.4615 1.2194 -0.534
S 1.5104 0.6817 1.1206 -0.204
H 1.0187 -0.0025 -1.2814 0.371
H -0.7791 1.3174 -1.4665 0.194
H -1.0354 1.6323 0.2331 0.222
H 0.8982 -0.1862 1.8337 0.181
```

Quick one: most stable of them? <P>

<P>
Molecular formula: CH4N2O2S
Method: DFT, the ωB97M-V functional and the def2-TZVPD basis

Values from the calculation:
SMILES: [H]/N=C\ON=O.S
Lowest unoccupied orbital energy, eV: -0.4
Gap between HOMO and LUMO, Eh: 0.3412
2S+1: 1
Total charge: 0

```
10
Properties=species:S:1:pos:R:3:mulliken_charge:R:1
C 0.1710 -1.5033 0.0950 0.149
N 1.7104 0.3434 -0.2131 0.133
N 0.3287 -1.6475 1.3195 -0.471
O 1.9077 1.4246 -0.7143 -0.257
O 0.5635 -0.3208 -0.6530 -0.166
S -1.3737 1.3950 0.0005 -0.240
H -0.1052 -2.3668 -0.5422 0.339
H 0.8165 -0.9253 1.8450 0.291
H -1.7341 1.2294 -1.1864 0.103
H -2.2849 2.3713 0.0490 0.119
```

<Q>
Molecular formula: CH4N2O2S
Method: DFT, the ωB97M-V functional and the def2-TZVPD basis

Values from the calculation:
SMILES: N=C=S.ONO
Lowest unoccupied orbital energy, eV: 0.8
Gap between HOMO and LUMO, Eh: 0.3672
2S+1: 1
Total charge: 0

```
10
Properties=species:S:1:pos:R:3:mulliken_charge:R:1
C 1.7508 1.0368 -0.8811 0.380
N 2.2230 1.4720 0.1056 -0.309
N -0.6873 -1.0186 0.5168 -0.113
O -0.6487 0.3873 0.4846 -0.308
O -1.9188 -1.4790 0.1331 -0.455
S 1.0973 0.4935 -2.2017 -0.345
H -0.0942 -1.3928 -0.2215 0.249
H -1.4802 0.6667 0.1887 0.284
H 2.2499 1.4502 1.0441 0.280
H -2.4916 -1.6161 0.8313 0.337
```

<R>
Molecular formula: CH4N2O2S
Method: DFT, the ωB97M-V functional and the def2-TZVPD basis

Values from the calculation:
Lowest unoccupied orbital energy (alpha / beta), eV: -1.2 / -0.5
Gap between HOMO and LUMO (alpha / beta), Eh: 0.3170 / 0.3004
2S+1: 1
Total charge: 0

```
10
Properties=species:S:1:pos:R:3:mulliken_charge:R:1
C -1.2141 -0.9980 -0.0923 0.077
N -0.9457 -2.0725 0.5526 -0.549
N 1.2562 1.1377 -0.0929 -0.183
O 2.5982 1.3513 0.3977 -0.386
O -1.9789 1.2995 -0.5106 -0.467
S -1.3119 0.5676 0.5720 0.321
H -1.4732 -0.8600 -1.1051 0.376
H -1.0607 -3.0163 0.2108 0.252
H 1.1006 2.0576 -0.4114 0.233
H 3.0295 0.5331 0.4792 0.326
```

Quick one: most stable of them? <Q>

<P>
Molecular formula: C5H15N3
Method: DFT, the ωB97M-V functional and the def2-TZVPD basis

Values from the calculation:
SMILES: CC(C)=CN.NCN
Lowest unoccupied orbital energy, eV: 0.9
Gap between HOMO and LUMO, Eh: 0.3274
2S+1: 1
Total charge: 0

```
23
Properties=species:S:1:pos:R:3:mulliken_charge:R:1
C 1.4936 0.7493 1.5861 -0.221
N 1.9953 1.8665 0.8137 -0.626
N 1.7438 -0.5208 0.9539 -0.685
H 1.6508 -1.2761 1.6253 0.245
H 1.5800 1.8368 -0.1119 0.215
H 3.0008 1.7782 0.6948 0.266
H 0.9282 -0.6603 0.2342 0.222
H 1.9599 0.7747 2.5776 0.423
H 0.3740 0.9144 1.6280 0.128
C -0.0345 -0.2507 -2.1670 -1.391
C -1.2298 -1.8125 -0.5561 -1.542
C -0.7167 -0.4200 -0.8322 0.840
N -2.2470 0.6570 0.7440 -0.508
C -1.2144 0.6679 -0.1891 -0.414
H -2.3869 -0.2270 1.2117 0.205
H -2.2400 1.4349 1.3861 0.279
H -1.0213 1.6553 -0.5921 0.279
H 0.1265 0.7995 -2.4058 0.365
H 0.9406 -0.7435 -2.1571 0.328
H -0.4994 -2.5474 -0.8946 0.345
H -0.6203 -0.7019 -2.9692 0.386
H -1.4191 -1.9689 0.5072 0.457
H -2.1641 -2.0053 -1.0873 0.402
```

<Q>
Molecular formula: C5H15N3
Method: DFT, the ωB97M-V functional and the def2-TZVPD basis

Values from the calculation:
SMILES: CC(C)C.N#CN.N
Lowest unoccupied orbital energy, eV: 0.7
Gap between HOMO and LUMO, Eh: 0.3910
2S+1: 1
Total charge: 0

```
23
Properties=species:S:1:pos:R:3:mulliken_charge:R:1
C -0.0174 -0.9232 0.7623 1.675
C -1.2982 -1.5305 0.1910 -1.363
C 0.9770 -2.0282 1.1102 -1.751
C -0.3185 -0.0783 1.9995 -1.360
H -0.5724 1.0105 -0.4815 0.177
H -1.7329 -2.2422 0.8933 0.406
H -1.0891 -2.0533 -0.7401 0.351
H -2.0507 -0.7671 -0.0048 0.330
H 0.5848 0.4156 2.3519 0.351
H -1.0679 0.6846 1.7913 0.320
H 0.5707 -2.6967 1.8699 0.425
H 1.2143 -2.6137 0.2251 0.373
H 1.9019 -1.5981 1.4869 0.372
H -0.7053 -0.7016 2.8062 0.402
C 1.4691 1.2833 -1.8691 0.405
N 1.1917 2.2518 -2.7257 -0.464
N -0.8777 1.8646 -0.9769 -0.796
N 1.8271 0.3637 -1.2680 -0.560
H 0.3588 2.7631 -2.4478 0.317
H 1.9734 2.7751 -3.0846 0.261
H -1.6461 1.6152 -1.5889 0.248
H -1.2189 2.5205 -0.2832 0.226
H 0.5264 -0.3149 -0.0169 -0.345
```

Quick one: most stable of them? <Q>

<P>
Molecular formula: C5H15N3
Method: DFT, the ωB97M-V functional and the def2-TZVPD basis

Values from the calculation:
SMILES: C[C@H](CCN)NCN
Lowest unoccupied orbital energy, eV: 0.9
Gap between HOMO and LUMO, Eh: 0.3553
2S+1: 1
Total charge: 0

```
23
Properties=species:S:1:pos:R:3:mulliken_charge:R:1
C -0.0483 -0.3244 1.7802 -1.390
C -0.0559 -0.7263 0.3215 0.136
C 1.3680 -0.6273 -0.2804 -0.787
C 1.9682 0.7431 -0.3289 -0.515
N 3.3262 0.7123 -0.8729 -0.620
N -0.9768 0.0228 -0.5279 -0.332
C -2.3487 -0.4795 -0.4204 -0.386
N -3.3175 0.4190 -0.9971 -0.626
H 0.3726 0.6205 1.9625 0.354
H -1.0146 -0.2597 2.2896 0.368
H 0.5391 -1.0173 2.3768 0.388
H -0.3040 -1.7852 0.2611 0.349
H 1.2814 -1.0518 -1.2852 0.321
H 2.0020 -1.3394 0.2612 0.324
H 2.0226 1.2229 0.6554 0.320
H 1.3425 1.4369 -0.8681 0.265
H 3.3087 0.6127 -1.8816 0.235
H 3.7944 1.5892 -0.6908 0.239
H -0.9672 0.9923 -0.2321 0.282
H -2.5287 -0.8128 0.6193 0.265
H -2.3588 -1.4313 -0.9580 0.304
H -3.1833 1.3363 -0.5676 0.245
H -4.2219 0.1470 -0.6165 0.260
```

<Q>
Molecular formula: C5H15N3
Method: DFT, the ωB97M-V functional and the def2-TZVPD basis

Values from the calculation:
SMILES: CN[C@@](C)(N)CCN
Lowest unoccupied orbital energy, eV: 0.9
Gap between HOMO and LUMO, Eh: 0.3248
2S+1: 1
Total charge: 0

```
23
Properties=species:S:1:pos:R:3:mulliken_charge:R:1
C -0.2675 -0.5650 -0.1332 0.905
C 0.0336 0.5227 0.8111 -1.074
C 1.8019 0.5217 0.9507 -0.699
C 0.0186 -1.9862 0.3214 -1.569
C -2.5821 0.9403 -0.4200 -0.792
N -2.0085 -0.2943 0.0656 -0.489
N 0.0473 -0.3489 -1.4775 -0.539
N 2.4245 0.9093 -0.3062 -0.522
H -2.3482 -1.0587 -0.5202 0.280
H 0.9602 -0.7167 -1.7356 0.280
H 0.0884 0.6408 -1.7139 0.296
H 3.0700 0.1910 -0.6325 0.204
H 2.9919 1.7399 -0.1464 0.231
H -0.1254 1.5307 0.4291 0.427
H -0.3219 0.3668 1.8261 0.359
H 2.0104 1.2518 1.7394 0.394
H 2.1961 -0.4331 1.3034 0.326
H -0.2627 -2.1271 1.3674 0.310
H -0.5389 -2.7040 -0.2902 0.419
H 1.0797 -2.2319 0.2148 0.400
H -2.2238 1.2115 -1.4247 0.275
H -2.3678 1.7740 0.2585 0.231
H -3.6758 0.8653 -0.4868 0.348
```

Quick one: most stable of them? <P>